A molecular structure, C45H56F6MnN4O4S in a non-equilibrium geometry. Source: OMol25; level of theory: ωB97M-V with the def2-TZVPD basis set.

Each line ends with the Löwdin charge.
Geometry (Å):
Mn1 -0.285 -0.448 0.488  0.9582
C1 -1.941 4.175 -5.283  -0.0474
C2 -2.356 2.707 -5.110  -0.5565
C3 -3.865 2.568 -5.365  -0.0463
C4 -1.616 1.881 -6.166  -0.0710
C5 -2.045 2.244 -3.688  -0.1683
C6 -1.213 1.167 -3.427  0.0415
C7 -0.968 0.775 -2.111  -0.1719
N1 -0.204 -0.274 -1.666  0.0786
C8 0.459 -1.183 -2.402  -0.1800
C9 1.095 -0.951 -3.633  0.0240
C10 1.720 -1.977 -4.297  -0.1624
C11 1.734 -3.258 -3.693  0.0237
C12 1.156 -3.560 -2.483  -0.0799
C13 0.468 -2.506 -1.783  -0.2905
O1 -0.136 -2.642 -0.676  -0.0744
C14 1.305 -4.947 -1.855  -0.5325
C15 2.022 -5.927 -2.784  -0.0697
C16 -0.064 -5.551 -1.503  -0.0393
C17 2.147 -4.800 -0.576  -0.0355
C18 2.441 -1.770 -5.625  -0.5559
C19 3.954 -1.912 -5.395  -0.0425
C20 1.976 -2.827 -6.640  -0.0462
C21 2.163 -0.388 -6.221  -0.0634
C22 -1.672 1.391 -1.037  -0.2170
O2 -1.533 0.752 0.123  -0.2021
C23 -2.465 2.519 -1.272  -0.0791
C24 -2.614 2.910 -2.604  0.0063
C25 -3.190 3.337 -0.194  -0.5307
C26 -2.735 4.801 -0.303  -0.0452
C27 -4.705 3.247 -0.431  -0.0447
C28 -2.909 2.885 1.245  -0.0512
H1 -2.147 4.505 -6.304  0.0829
H2 -0.874 4.295 -5.089  0.0901
H3 -2.485 4.830 -4.601  0.0751
H4 -4.106 2.855 -6.392  0.0827
H5 -4.442 3.202 -4.692  0.0767
H6 -4.182 1.535 -5.213  0.0904
H7 -1.867 2.254 -7.160  0.0842
H8 -1.902 0.829 -6.122  0.0871
H9 -0.534 1.960 -6.041  0.0803
H10 -0.769 0.600 -4.231  0.0829
H11 1.118 0.059 -4.014  0.0991
H12 2.250 -4.048 -4.220  0.0905
H13 1.473 -6.063 -3.718  0.0897
H14 2.092 -6.898 -2.291  0.0854
H15 3.037 -5.596 -3.015  0.0832
H16 -0.683 -5.641 -2.399  0.0910
H17 -0.582 -4.926 -0.782  0.0680
H18 0.070 -6.549 -1.076  0.0830
H19 3.143 -4.421 -0.817  0.0905
H20 2.259 -5.767 -0.077  0.0902
H21 1.661 -4.111 0.112  0.0557
H22 4.204 -2.907 -5.024  0.0790
H23 4.296 -1.179 -4.662  0.0879
H24 4.497 -1.747 -6.329  0.0852
H25 2.276 -3.833 -6.346  0.0745
H26 2.412 -2.624 -7.620  0.0838
H27 0.889 -2.809 -6.737  0.0932
H28 2.576 0.407 -5.597  0.0858
H29 1.090 -0.222 -6.340  0.0803
H30 2.629 -0.314 -7.205  0.0853
H31 -3.237 3.772 -2.807  0.1009
H32 -2.952 5.228 -1.283  0.0728
H33 -1.659 4.868 -0.131  0.0904
H34 -3.245 5.404 0.452  0.0841
H35 -4.988 3.660 -1.401  0.0751
H36 -5.239 3.802 0.345  0.0835
H37 -5.031 2.206 -0.394  0.0902
H38 -1.842 2.909 1.465  0.0736
H39 -3.275 1.877 1.429  0.0817
H40 -3.415 3.563 1.937  0.0869
F1 -2.714 0.112 5.585  0.1285
C29 -2.655 -1.202 5.321  -0.6015
F2 -3.655 -1.781 6.025  0.1168
F3 -1.501 -1.669 5.844  0.1195
C30 -2.776 -1.525 3.861  -0.1198
C31 -3.802 -2.333 3.415  0.0051
C32 -3.870 -2.692 2.072  -0.0463
C33 -2.866 -2.256 1.235  -0.1002
N2 -1.875 -1.474 1.656  -0.0362
C34 -1.813 -1.048 2.938  -0.6810
S1 -0.539 0.035 3.278  0.7539
H41 -4.548 -2.685 4.114  0.1234
H42 -4.671 -3.310 1.695  0.1045
H43 -2.824 -2.543 0.190  0.1220
O3 0.970 3.318 1.841  0.1511
C35 1.380 2.080 1.695  -0.5153
O4 1.093 1.420 0.718  0.0334
C36 2.258 1.573 2.833  -0.2967
N3 2.087 2.411 4.019  -0.0200
C37 3.358 2.468 4.770  -0.1686
C38 4.422 1.864 3.838  -0.1474
C39 3.735 1.788 2.472  -0.1098
H44 2.036 0.517 3.012  0.0994
H45 1.317 2.086 4.592  0.1102
H46 1.281 3.583 2.739  0.1192
H47 3.300 1.910 5.706  0.1130
H48 3.580 3.507 5.017  0.1081
H49 4.701 0.866 4.179  0.1056
H50 5.321 2.475 3.799  0.1093
H51 4.119 0.995 1.834  0.1034
H52 3.839 2.736 1.939  0.1296
F4 4.658 -4.414 3.253  0.1556
C40 4.818 -3.153 2.828  -0.5823
F5 5.872 -3.123 2.000  0.1490
F6 5.134 -2.404 3.906  0.1468
C41 3.580 -2.625 2.171  -0.0936
C42 3.662 -1.755 1.096  0.0213
C43 2.498 -1.212 0.594  -0.0830
N4 1.287 -1.486 1.094  -0.0475
C44 1.214 -2.393 2.078  -0.1129
C45 2.325 -2.968 2.654  0.0398
H53 4.615 -1.505 0.652  0.1319
H54 2.523 -0.528 -0.244  0.1314
H55 0.222 -2.669 2.404  0.1120
H56 2.211 -3.677 3.461  0.1368

The charge is 0. The energy above the lowest of the compared OMol25 structures with the same formula, charge and spin is 0.947 eV. Its electronic energy is -120188.932 eV. The spin multiplicity is 6. The calculation puts the frontier orbital gap (alpha / beta) at 5.621 / 5.619 eV.

=====

A molecular structure, C45H56N2P2S4SbTeZr in a non-equilibrium geometry. Source: OMol25; level of theory: ωB97M-V with the def2-TZVPD basis set.

Each line ends with the Löwdin charge.
Geometry (Å):
Zr1 -0.665 -0.146 0.015  0.9557
C1 1.103 -3.572 -0.423  -0.4770
C2 0.600 -3.920 0.957  -0.4780
S1 0.512 -2.416 1.976  0.8377
C3 -0.634 -2.999 3.289  -0.4467
C4 -1.875 -2.135 3.527  -0.4309
S2 -2.284 -1.307 1.980  0.7828
C5 -4.066 -1.076 1.793  -0.4282
C6 -4.475 -1.519 0.385  -0.4356
S3 -3.155 -1.466 -0.886  0.7815
C7 -2.605 -3.207 -0.858  -0.4707
C8 -1.419 -3.406 -1.777  -0.4613
S4 0.056 -2.431 -1.360  0.7899
H1 1.211 -4.465 -1.042  0.1055
H2 2.084 -3.092 -0.388  0.0905
H3 1.292 -4.618 1.430  0.1085
H4 -0.381 -4.393 0.908  0.0802
H5 -0.062 -3.067 4.214  0.0921
H6 -0.931 -4.007 3.006  0.0894
H7 -1.714 -1.411 4.325  0.0742
H8 -2.726 -2.766 3.786  0.1037
H9 -4.316 -0.027 1.959  0.0761
H10 -4.587 -1.662 2.548  0.1039
H11 -5.284 -0.894 0.004  0.0934
H12 -4.832 -2.549 0.381  0.0957
H13 -3.447 -3.806 -1.212  0.1091
H14 -2.376 -3.482 0.173  0.0619
H15 -1.672 -3.139 -2.806  0.0616
H16 -1.124 -4.457 -1.786  0.1106
Te1 3.074 1.254 2.444  1.3924
C9 4.347 2.903 2.671  -0.5461
C10 3.913 4.071 3.289  -0.1205
C11 4.815 5.119 3.400  -0.1305
N1 6.060 5.066 2.962  0.0899
C12 6.471 3.941 2.406  -0.1315
C13 5.659 2.825 2.225  -0.1250
C14 1.407 2.388 1.835  -0.8451
P1 -0.092 1.506 2.227  0.8590
C15 -1.548 2.560 1.903  -0.3350
C16 -1.738 3.845 2.417  -0.0739
C17 -2.895 4.554 2.152  -0.0285
C18 -3.884 4.018 1.342  -0.0273
C19 -3.701 2.765 0.773  -0.0656
C20 -2.548 2.057 1.076  -0.1732
C21 -0.005 1.187 4.006  -0.3891
C22 0.449 -0.032 4.492  -0.1863
C23 0.628 -0.236 5.850  -0.0534
C24 0.356 0.788 6.744  -0.0331
C25 -0.073 2.021 6.270  -0.0368
C26 -0.243 2.224 4.913  -0.0614
P2 1.568 2.870 0.204  0.8370
C27 0.510 4.238 -0.241  -0.3130
C28 -0.220 4.242 -1.419  -0.0799
C29 -0.948 5.361 -1.783  -0.0442
C30 -0.921 6.491 -0.977  -0.0345
C31 -0.177 6.498 0.194  -0.0421
C32 0.533 5.371 0.570  -0.0954
C33 3.201 3.209 -0.422  -0.3256
C34 3.742 4.479 -0.217  -0.0631
C35 5.024 4.761 -0.655  -0.0423
C36 5.758 3.791 -1.320  -0.0348
C37 5.216 2.534 -1.553  -0.0484
C38 3.942 2.238 -1.100  -0.0944
H17 2.910 4.167 3.679  0.0924
H18 4.515 6.047 3.874  0.1171
H19 7.501 3.919 2.071  0.1204
H20 6.056 1.945 1.741  0.1006
H21 -0.963 4.315 3.004  0.1051
H22 -3.025 5.541 2.571  0.1270
H23 -4.785 4.581 1.143  0.1251
H24 -4.447 2.349 0.110  0.1141
H25 -2.494 1.047 0.607  0.0043
H26 0.744 -0.815 3.803  0.0219
H27 1.003 -1.183 6.211  0.1186
H28 0.496 0.636 7.805  0.1231
H29 -0.268 2.828 6.962  0.1221
H30 -0.562 3.197 4.577  0.0882
H31 -0.208 3.370 -2.059  0.0599
H32 -1.517 5.365 -2.702  0.1135
H33 -1.474 7.373 -1.268  0.1222
H34 -0.148 7.385 0.811  0.1225
H35 1.109 5.370 1.487  0.1105
H36 3.171 5.252 0.285  0.1084
H37 5.447 5.739 -0.482  0.1260
H38 6.755 4.019 -1.668  0.1242
H39 5.786 1.789 -2.090  0.1189
H40 3.530 1.258 -1.304  0.0829
N2 1.391 0.132 -0.391  -0.1797
C39 0.897 1.327 -0.474  -0.4824
H41 2.374 -0.044 -0.162  0.0441
C40 1.370 1.119 -4.613  -0.1619
C41 -0.019 1.647 -4.306  -0.3961
Sb1 -1.194 0.413 -3.011  1.3937
C42 -2.772 1.825 -2.548  -0.4329
C43 -3.272 2.639 -3.731  -0.1566
C44 -2.313 -0.740 -4.422  -0.4026
C45 -1.465 -1.629 -5.317  -0.1624
H42 1.872 1.763 -5.334  0.0878
H43 1.344 0.116 -5.036  0.0659
H44 1.989 1.088 -3.715  0.0544
H45 -0.633 1.723 -5.205  0.0699
H46 0.025 2.639 -3.862  0.0353
H47 -2.403 2.494 -1.765  0.0164
H48 -3.596 1.242 -2.116  0.0345
H49 -2.469 3.185 -4.226  0.0635
H50 -4.003 3.377 -3.401  0.0843
H51 -3.764 2.023 -4.481  0.0697
H52 -2.823 0.024 -5.010  0.0566
H53 -3.080 -1.298 -3.881  0.0389
H54 -0.748 -1.048 -5.896  0.0700
H55 -2.091 -2.163 -6.031  0.0897
H56 -0.898 -2.374 -4.754  0.0565

The charge is +3. The energy above the lowest of the compared OMol25 structures with the same formula, charge and spin is 1.152 eV. Its electronic energy is -127559.214 eV. The calculation puts the frontier orbital gap at 5.610 eV.

=====

> Look up the charge of the first one.

0